#P
{"formula": "C4H12N2O2", "method": "ωB97M-V/def2-TZVPD", "lumo_ev": 0.91, "homo_ev": -8.83, "homo_lumo_gap_ev": 9.736, "symbols": ["C", "C", "C", "H", "H", "H", "H", "H", "H", "H", "H", "C", "N", "O", "O", "N", "H", "H", "H", "H"], "positions_angstrom": [[1.98962, 0.12401, -0.62388], [1.39140, 1.33247, 0.60699], [0.98837, -0.10655, -1.69226], [2.25591, -0.76812, -0.06100], [2.88229, 0.66767, -0.92398], [0.98815, 0.69615, -2.42803], [0.39114, 1.53201, 1.00140], [2.19787, 1.42408, 1.33286], [1.46564, 2.20973, -0.03268], [-0.03312, -0.16904, -1.23230], [1.14761, -1.07347, -2.17029], [-1.06788, -1.05533, 1.08696], [-2.93911, -0.25001, 0.04705], [0.16966, -1.04792, 1.43911], [-1.90052, -1.81940, 1.81029], [-1.49549, -0.23580, 0.16244], [0.77203, -0.05522, 0.97102], [-2.79670, -1.58128, 1.49009], [-3.24671, 0.71826, 0.12412], [-3.16015, -0.54225, -0.90794]]}

=====

#Q
{"formula": "C4H12N2O2", "method": "ωB97M-V/def2-TZVPD", "smiles": "COC(N)=O.CNC", "lumo_ev": 0.87, "homo_ev": -8.47, "homo_lumo_gap_ev": 9.339, "symbols": ["C", "O", "C", "N", "O", "H", "H", "H", "H", "H", "C", "N", "C", "H", "H", "H", "H", "H", "H", "H"], "positions_angstrom": [[-1.87443, -0.80788, 0.10483], [-1.24892, -1.36146, 1.25570], [-0.60609, -0.51371, 2.07818], [-0.17870, -1.17368, 3.18289], [-0.43876, 0.66494, 1.88750], [-2.90549, -1.17632, 0.07919], [-1.33316, -1.12662, -0.78516], [-1.86166, 0.27866, 0.15504], [-0.28028, -2.17056, 3.24835], [0.40204, -0.68777, 3.84499], [0.41994, 1.76549, -1.92532], [0.53137, 0.61825, -1.05174], [1.70263, -0.18569, -1.31822], [1.29836, 2.43263, -1.89183], [0.29812, 1.41490, -2.95419], [-0.46265, 2.33808, -1.64348], [0.52654, 0.92387, -0.08153], [1.63562, -0.57904, -2.33549], [1.72371, -1.02269, -0.62072], [2.65180, 0.36861, -1.22897]]}

=====

#R
{"formula": "C4H12N2O2", "method": "ωB97M-V/def2-TZVPD", "smiles": "CNCCNC=O.O", "lumo_ev": 0.85, "homo_ev": -9.63, "homo_lumo_gap_ev": 10.480, "symbols": ["C", "N", "C", "C", "N", "C", "O", "H", "H", "H", "H", "H", "H", "H", "H", "H", "H", "O", "H", "H"], "positions_angstrom": [[1.97860, 0.08869, -1.25542], [0.82999, -0.74596, -0.91988], [0.62451, -0.87483, 0.54071], [0.00385, 0.39677, 1.09241], [-1.45922, 0.42045, 0.95743], [-2.19317, -0.32145, 1.80815], [-1.74259, -1.18344, 2.53473], [2.80062, 0.03746, -0.52491], [2.42014, -0.19142, -2.21854], [1.69525, 1.13835, -1.37397], [0.98324, -1.68125, -1.27107], [-0.08809, -1.68545, 0.67299], [1.54685, -1.13046, 1.06389], [0.41514, 1.25927, 0.58189], [0.18394, 0.46547, 2.16415], [-1.88226, 1.07985, 0.32314], [-3.26331, -0.05787, 1.80458], [-1.02095, 1.38262, -1.86840], [-0.47111, 0.67455, -1.46451], [-1.36142, 0.92864, -2.64735]]}

=====

#S
{"formula": "C4H12N2O2", "method": "ωB97M-V/def2-TZVPD", "lumo_ev": 0.56, "homo_ev": -7.98, "homo_lumo_gap_ev": 8.544, "symbols": ["C", "C", "C", "C", "N", "N", "O", "O", "H", "H", "H", "H", "H", "H", "H", "H", "H", "H", "H", "H"], "positions_angstrom": [[-0.83603, -0.43035, 0.33636], [-0.05080, 0.70641, -0.11054], [1.96963, -0.96839, -1.07799], [0.50024, 1.73103, 0.84175], [-1.16940, -1.40345, -0.52701], [-1.20226, -0.53416, 1.61597], [1.47232, -0.49123, 0.11644], [-1.80552, 1.46841, -0.27435], [-2.14695, 1.24245, -1.14905], [0.14899, 0.79200, -1.16559], [-0.57649, -1.52090, -1.33407], [-1.58381, -2.25183, -0.17624], [-1.21964, 0.31798, 2.15215], [-1.87272, -1.23325, 1.89041], [1.37552, -1.80395, -1.52349], [2.05150, -0.19530, -1.86878], [2.97966, -1.38181, -0.94044], [-0.27785, 2.42899, 1.14819], [0.95173, 1.24105, 1.70353], [1.29187, 2.28632, 0.34276]]}

=====

Which one sits at the bottom of the stability order? #S does.

=====

#P
{"formula": "C4H12N2O2", "method": "ωB97M-V/def2-TZVPD", "lumo_ev": 0.63, "homo_ev": -8.52, "homo_lumo_gap_ev": 9.149, "symbols": ["N", "C", "O", "O", "H", "H", "C", "C", "N", "C", "H", "H", "H", "H", "H", "H", "H", "H", "H", "H"], "positions_angstrom": [[-0.45036, -2.68199, -2.17894], [-0.53402, -1.80034, -1.12830], [-1.64166, -1.37206, -0.77671], [0.58203, -1.49065, -0.57841], [-1.28796, -2.92576, -2.66520], [0.44837, -3.01509, -2.46088], [1.79661, 1.50011, -0.19921], [0.30290, 1.43792, 0.11971], [0.03854, 0.41095, 1.15580], [-1.33537, 0.49288, 1.74474], [2.11774, 0.55134, -0.62169], [1.97608, 2.27901, -0.93868], [2.30834, 1.77967, 0.72352], [-0.06307, 2.39781, 0.48090], [-0.26545, 1.07891, -0.73621], [0.74983, 0.41268, 1.87777], [0.14299, -0.55435, 0.62915], [-1.43501, 1.49396, 2.16509], [-1.42028, -0.32243, 2.45609], [-2.03026, 0.32745, 0.93145]]}

=====

#Q
{"formula": "C4H12N2O2", "method": "ωB97M-V/def2-TZVPD", "smiles": "NCCCC(N)=O.O", "lumo_ev": 0.87, "homo_ev": -9.25, "homo_lumo_gap_ev": 10.116, "symbols": ["N", "C", "C", "C", "C", "N", "O", "H", "H", "H", "H", "H", "H", "H", "H", "H", "H", "O", "H", "H"], "positions_angstrom": [[0.82815, -2.31288, 0.09476], [-0.35205, -1.74199, 0.74914], [-1.34373, -1.18621, -0.27721], [-0.68697, -0.23462, -1.29745], [0.08644, 0.86387, -0.61297], [-0.60626, 1.93384, -0.20306], [1.29375, 0.74948, -0.39169], [1.32178, -2.88941, 0.77489], [1.44299, -1.55501, -0.18442], [-0.12674, -0.93987, 1.46881], [-0.82325, -2.53896, 1.32453], [-2.15166, -0.66335, 0.23438], [-1.75443, -2.03229, -0.83062], [-1.46447, 0.19330, -1.93092], [-0.01819, -0.79891, -1.94209], [-0.13597, 2.66553, 0.30525], [-1.56642, 2.11178, -0.46880], [1.76292, 3.06515, 0.97330], [2.43941, 3.13660, 1.63608], [1.85470, 2.17396, 0.57811]]}

=====

#R
{"formula": "C4H12N2O2", "method": "ωB97M-V/def2-TZVPD", "smiles": "C[C@H](NN)[C@@H](O)CO", "lumo_ev": 0.66, "homo_ev": -8.14, "homo_lumo_gap_ev": 8.794, "symbols": ["C", "C", "N", "N", "C", "O", "C", "O", "H", "H", "H", "H", "H", "H", "H", "H", "H", "H", "H", "H"], "positions_angstrom": [[0.36207, -1.87504, 0.33942], [-0.31422, -0.50252, 0.40124], [-1.82614, -0.80002, 0.34058], [-2.63251, 0.38572, 0.40214], [0.14760, 0.43353, -0.72769], [-0.46714, 1.72362, -0.65326], [1.73207, 0.70235, -0.62831], [1.97073, 1.62939, 0.43691], [1.41399, -1.81764, 0.63199], [-0.11651, -2.58507, 1.02324], [0.30991, -2.29634, -0.67131], [-0.12997, -0.04256, 1.37868], [-2.04930, -1.34490, -0.49703], [-2.38702, 0.95989, 1.21211], [-2.44948, 1.00358, -0.40148], [-0.08671, 0.00184, -1.70557], [0.13624, 2.27266, -0.10649], [2.35253, -0.18650, -0.49885], [2.04865, 1.20003, -1.54924], [1.98519, 1.13798, 1.27293]]}

=====

Which one sits at the bottom of the stability order? #R does.

=====

#P
{"formula": "C4H12N2O2", "method": "ωB97M-V/def2-TZVPD", "lumo_ev": 0.71, "homo_ev": -8.62, "homo_lumo_gap_ev": 9.331, "symbols": ["C", "C", "N", "N", "O", "H", "H", "H", "H", "H", "H", "H", "H", "C", "C", "O", "H", "H", "H", "H"], "positions_angstrom": [[0.33913, 1.46833, 0.25295], [0.03614, -0.48468, -1.78198], [-0.96887, 1.70812, 0.21176], [1.22360, 2.21209, -0.44715], [0.52656, -0.48778, -0.47343], [0.71927, 1.02610, 1.16013], [-1.51494, 0.87218, 0.55955], [2.17915, 1.89260, -0.42323], [-1.33851, 2.11881, -0.63521], [0.93409, 2.57081, -1.34524], [-1.03751, -0.23771, -1.81538], [0.57967, 0.24417, -2.40274], [0.16942, -1.46568, -2.25662], [0.18727, -1.68294, 1.80360], [-0.71149, -1.44410, 0.60877], [-1.75477, -0.74488, 0.72523], [-0.74843, -2.31484, -0.07033], [1.17695, -2.01498, 1.49146], [0.27284, -0.77983, 2.41119], [-0.26959, -2.45580, 2.42666]]}

=====

#Q
{"formula": "C4H12N2O2", "method": "ωB97M-V/def2-TZVPD", "smiles": "CC(N)=O.CNCO", "lumo_ev": 0.78, "homo_ev": -8.81, "homo_lumo_gap_ev": 9.585, "symbols": ["C", "C", "N", "O", "H", "H", "H", "H", "H", "C", "N", "C", "O", "H", "H", "H", "H", "H", "H", "H"], "positions_angstrom": [[0.10438, 0.66878, -1.84581], [1.32524, -0.10330, -1.41647], [2.46037, 0.62725, -1.41543], [1.32521, -1.27463, -1.08870], [0.22778, 1.01011, -2.87103], [-0.03298, 1.52938, -1.19364], [-0.77031, 0.03025, -1.77568], [3.33870, 0.18940, -1.15439], [2.47054, 1.59019, -1.69556], [-0.85311, 0.85073, 2.08452], [-0.47914, -0.13765, 1.09796], [-1.39561, -1.25172, 0.97337], [-1.29157, -1.86033, -0.27440], [-1.84823, 1.23069, 1.84267], [-0.87535, 0.46440, 3.11921], [-0.14171, 1.67634, 2.04025], [0.45729, -0.48646, 1.27709], [-1.25265, -2.00765, 1.77891], [-2.41924, -0.86574, 1.05065], [-0.34961, -1.88003, -0.53353]]}

=====

Which one sits at the bottom of the stability order? #P does.